No. 1
{"formula": "C50H31AsCoN8O", "method": "ωB97M-V/def2-TZVPD", "total_charge": 1, "energy_ev": -164780.48563, "gap_ev": [5.2, 6.3], "multiplicity": 5, "e_homo_ev": [-7.729, -10.490], "symbols": ["Co", "C", "C", "C", "C", "C", "N", "C", "N", "C", "C", "C", "C", "C", "C", "C", "C", "N", "C", "N", "C", "N", "C", "N", "C", "N", "C", "C", "C", "C", "C", "C", "C", "C", "C", "C", "C", "C", "N", "C", "C", "H", "H", "H", "H", "H", "H", "H", "H", "H", "H", "H", "H", "H", "H", "H", "H", "O", "As", "C", "C", "C", "C", "C", "C", "C", "C", "C", "C", "C", "C", "C", "C", "C", "C", "C", "C", "H", "H", "H", "H", "H", "H", "H", "H", "H", "H", "H", "H", "H", "H", "H"], "positions_angstrom": [[2.152, 0.011, 0.754], [-0.627, 2.031, -4.753], [0.692, 2.002, -5.219], [1.703, 1.500, -4.424], [1.367, 0.990, -3.179], [2.193, 0.460, -2.135], [1.410, 0.137, -1.051], [0.116, 0.356, -1.409], [-0.919, -0.104, -0.563], [-0.457, -0.899, 0.540], [-1.175, -2.009, 1.279], [-2.359, -2.817, 1.030], [-3.031, -3.345, 2.089], [-2.654, -3.072, 3.423], [-1.555, -2.265, 3.710], [-0.823, -1.731, 2.680], [0.208, -0.715, 2.677], [0.838, -0.299, 3.752], [2.054, 0.219, 3.629], [2.821, 0.086, 2.508], [4.124, 0.382, 2.849], [5.174, 0.109, 2.087], [5.039, -0.178, 0.828], [3.895, 0.070, 0.071], [4.226, -0.119, -1.233], [3.485, 0.214, -2.266], [5.585, -0.633, -1.340], [6.334, -1.057, -2.423], [7.596, -1.575, -2.167], [8.086, -1.662, -0.865], [7.346, -1.210, 0.220], [6.091, -0.687, -0.037], [4.167, 0.866, 4.204], [5.200, 1.379, 4.978], [4.892, 1.806, 6.258], [3.589, 1.707, 6.758], [2.560, 1.182, 5.994], [2.856, 0.770, 4.702], [0.423, -0.229, 1.430], [0.032, 0.970, -2.705], [-0.967, 1.545, -3.508], [-1.393, 2.482, -5.371], [0.923, 2.406, -6.195], [2.738, 1.520, -4.737], [-2.553, -3.128, 0.012], [-3.872, -4.001, 1.904], [-3.226, -3.509, 4.230], [-1.274, -2.036, 4.731], [5.935, -0.990, -3.426], [8.207, -1.921, -2.990], [9.069, -2.084, -0.699], [7.726, -1.267, 1.230], [6.201, 1.445, 4.572], [5.666, 2.228, 6.885], [3.379, 2.047, 7.763], [1.556, 1.111, 6.390], [-1.976, 1.682, -3.160], [-0.088, -2.241, 0.323], [-2.648, 0.059, -1.043], [-3.963, -0.431, 0.261], [-5.039, -1.199, -0.168], [-6.098, -1.421, 0.697], [-6.072, -0.866, 1.969], [-5.010, -0.063, 2.372], [-3.960, 0.184, 1.508], [-3.015, 1.950, -1.012], [-4.308, 2.370, -1.315], [-4.651, 3.697, -1.126], [-3.714, 4.588, -0.618], [-2.439, 4.155, -0.287], [-2.081, 2.830, -0.484], [-2.853, -0.936, -2.681], [-2.055, -2.065, -2.822], [-2.046, -2.737, -4.034], [-2.826, -2.282, -5.087], [-3.638, -1.165, -4.931], [-3.655, -0.487, -3.725], [-5.025, -1.635, -1.162], [-6.936, -2.028, 0.383], [-6.890, -1.051, 2.651], [-5.014, 0.381, 3.359], [-3.133, 0.817, 1.809], [-5.041, 1.651, -1.667], [-5.651, 4.036, -1.361], [-3.987, 5.623, -0.463], [-1.719, 4.846, 0.130], [-1.089, 2.481, -0.220], [-1.428, -2.408, -2.005], [-1.416, -3.606, -4.164], [-2.800, -2.802, -6.036], [-4.242, -0.817, -5.757], [-4.266, 0.401, -3.607]], "lowdin_spin": [1.023, 0.012, 0.065, 0.011, 0.070, 0.151, 0.005, 0.260, 0.100, 0.084, 0.044, 0.188, -0.003, 0.260, 0.000, 0.199, 0.073, 0.093, 0.127, -0.004, 0.213, 0.009, 0.150, 0.044, 0.098, 0.117, 0.019, 0.011, 0.023, 0.008, 0.024, 0.010, 0.029, 0.035, 0.015, 0.039, 0.015, 0.045, 0.070, 0.048, 0.054, -0.001, 0.003, 0.000, 0.008, -0.005, 0.014, -0.004, 0.000, 0.001, 0.000, 0.001, 0.002, 0.000, 0.002, 0.000, 0.003, 0.107, 0.011, 0.004, 0.006, -0.001, 0.003, 0.000, 0.002, 0.001, 0.000, 0.000, 0.000, 0.000, 0.002, 0.004, 0.000, 0.001, 0.000, 0.001, 0.001, 0.000, 0.000, 0.000, 0.000, 0.000, 0.000, 0.000, 0.000, 0.000, 0.001, 0.000, 0.000, 0.000, 0.000, 0.000]}

No. 2
{"formula": "C30H34BrClN5NiO5PS", "method": "ωB97M-V/def2-TZVPD", "energy_ev": -193084.43013, "de_lowest_kj_mol": 0.0, "gap_ev": [7.6, 8.7], "multiplicity": 3, "e_homo_ev": [-7.215, -8.355], "symbols": ["Ni", "O", "S", "O", "O", "C", "C", "C", "C", "C", "C", "P", "C", "C", "C", "C", "C", "C", "C", "C", "C", "C", "C", "C", "H", "H", "H", "H", "H", "H", "H", "H", "H", "H", "H", "H", "H", "H", "N", "C", "C", "C", "C", "N", "C", "N", "N", "C", "O", "O", "H", "H", "H", "H", "H", "H", "H", "H", "H", "H", "H", "H", "H", "H", "Cl", "C", "H", "H", "Br", "C", "C", "C", "N", "C", "C", "H", "H", "H", "H"], "positions_angstrom": [[0.298, 1.220, 0.226], [-3.489, 0.277, -0.908], [-2.303, 0.206, -0.089], [-1.915, 1.463, 0.571], [-1.130, -0.351, -0.800], [-2.620, -0.865, 1.294], [-3.920, -1.257, 1.561], [-4.194, -1.967, 2.720], [-3.170, -2.267, 3.605], [-1.869, -1.872, 3.330], [-1.571, -1.162, 2.172], [0.168, -0.750, 1.713], [0.982, -0.389, 3.302], [2.343, -0.632, 3.486], [2.990, -0.186, 4.628], [2.291, 0.521, 5.595], [0.944, 0.796, 5.406], [0.297, 0.354, 4.264], [0.693, -2.467, 1.299], [1.204, -3.344, 2.253], [1.552, -4.642, 1.905], [1.385, -5.084, 0.601], [0.858, -4.223, -0.350], [0.515, -2.924, -0.007], [-4.701, -0.995, 0.862], [-5.206, -2.283, 2.936], [-3.382, -2.816, 4.513], [-1.075, -2.119, 4.024], [2.905, -1.166, 2.729], [4.046, -0.385, 4.755], [2.796, 0.862, 6.489], [0.397, 1.368, 6.144], [-0.746, 0.599, 4.109], [1.323, -3.031, 3.281], [1.955, -5.305, 2.659], [1.660, -6.095, 0.330], [0.713, -4.561, -1.368], [0.096, -2.261, -0.753], [-0.257, 2.621, -1.311], [-0.475, 2.033, -2.626], [-0.836, 3.091, -3.692], [-0.742, 2.722, -5.173], [-1.819, 1.715, -5.652], [-2.997, 1.679, -4.802], [-3.222, 0.710, -3.872], [-4.420, 0.801, -3.198], [-2.338, -0.196, -3.649], [0.733, 1.184, -2.991], [0.505, 0.150, -3.784], [1.836, 1.436, -2.564], [-1.151, 2.936, -0.946], [0.406, 3.393, -1.310], [-1.322, 1.363, -2.480], [-0.200, 3.963, -3.506], [-1.862, 3.409, -3.501], [0.250, 2.332, -5.411], [-0.855, 3.650, -5.739], [-1.413, 0.707, -5.691], [-2.139, 1.975, -6.662], [-3.750, 2.312, -5.007], [-4.907, 1.681, -3.239], [-4.402, 0.406, -2.269], [-0.479, -0.078, -3.817], [-2.611, -0.825, -2.904], [1.688, 4.059, 0.882], [0.665, 2.729, 1.577], [-0.284, 3.198, 1.834], [1.160, 2.404, 2.493], [6.772, -1.091, -0.185], [5.025, -0.391, -0.041], [4.787, 0.708, 0.763], [3.487, 1.179, 0.851], [2.468, 0.617, 0.206], [2.726, -0.426, -0.588], [3.985, -0.976, -0.741], [5.585, 1.188, 1.309], [3.256, 2.037, 1.464], [1.886, -0.846, -1.126], [4.142, -1.826, -1.388]], "lowdin_spin": [1.613, 0.005, 0.005, 0.035, 0.021, 0.000, 0.000, 0.000, 0.001, 0.001, 0.004, 0.034, 0.000, 0.001, 0.000, 0.001, 0.000, 0.001, 0.010, 0.003, 0.000, 0.001, 0.000, 0.002, 0.000, 0.000, 0.000, 0.000, 0.000, 0.000, 0.000, 0.000, 0.000, 0.000, 0.000, 0.000, 0.000, 0.000, 0.038, 0.005, 0.003, 0.001, 0.000, 0.000, 0.000, 0.000, 0.000, 0.000, 0.000, -0.001, 0.001, 0.000, 0.000, 0.000, 0.000, 0.000, 0.000, 0.000, 0.000, 0.000, 0.000, 0.000, 0.000, 0.000, 0.022, 0.126, 0.009, 0.010, 0.000, -0.002, 0.002, 0.002, 0.038, 0.002, 0.002, 0.000, 0.000, 0.001, 0.000]}

No. 3
{"formula": "C35H42I2N3OPPd", "method": "ωB97M-V/def2-TZVPD", "energy_ev": -72465.55781, "de_lowest_kj_mol": 0.0, "gap_ev": [6.8, 5.5], "multiplicity": 3, "e_homo_ev": [-6.377, -6.877], "symbols": ["Pd", "I", "C", "C", "C", "I", "C", "O", "C", "C", "N", "C", "C", "C", "C", "C", "C", "N", "C", "H", "H", "H", "H", "H", "H", "H", "H", "H", "H", "H", "C", "C", "C", "P", "C", "C", "C", "C", "C", "C", "C", "C", "C", "C", "N", "C", "C", "C", "C", "C", "C", "C", "C", "C", "H", "H", "H", "H", "H", "H", "H", "H", "H", "H", "H", "H", "H", "H", "H", "H", "H", "H", "H", "H", "H", "H", "H", "H", "H", "H", "H", "H", "H", "H", "H"], "positions_angstrom": [[0.164, -0.529, 0.094], [2.978, -3.300, 6.802], [2.222, -2.165, 5.217], [1.202, -1.248, 5.445], [0.723, -0.506, 4.384], [-0.829, 0.866, 4.674], [1.222, -0.618, 3.055], [0.756, 0.103, 2.103], [2.255, -1.582, 2.872], [2.826, -1.782, 1.493], [1.821, -2.350, 0.566], [1.225, -3.583, 1.057], [-0.138, -3.384, 1.689], [-0.638, -4.330, 2.578], [-1.877, -4.120, 3.153], [-2.581, -2.967, 2.834], [-2.010, -2.082, 1.941], [-0.820, -2.293, 1.369], [2.740, -2.326, 3.942], [0.785, -1.119, 6.435], [3.701, -2.437, 1.563], [3.149, -0.827, 1.075], [2.240, -2.509, -0.339], [1.865, -4.053, 1.808], [1.127, -4.297, 0.236], [-0.043, -5.200, 2.833], [-2.281, -4.836, 3.858], [-3.540, -2.747, 3.283], [-2.503, -1.152, 1.685], [3.535, -3.044, 3.769], [-3.155, -0.752, -1.890], [-2.063, -1.531, -2.632], [-2.365, -1.630, -4.123], [-0.430, -0.818, -2.158], [0.806, -1.627, -3.267], [0.840, -3.126, -2.949], [2.172, -0.957, -3.082], [-0.454, 0.910, -2.751], [-0.539, 1.293, -4.082], [-0.520, 2.631, -4.470], [-0.630, 3.026, -5.918], [-0.405, 3.606, -3.470], [-0.294, 3.262, -2.143], [-0.294, 1.902, -1.754], [-0.111, 1.501, -0.464], [-0.039, 2.468, 0.579], [-1.224, 2.908, 1.166], [-2.550, 2.401, 0.659], [-1.148, 3.784, 2.241], [0.072, 4.220, 2.744], [0.132, 5.110, 3.960], [1.231, 3.763, 2.132], [1.202, 2.882, 1.057], [2.474, 2.382, 0.427], [-4.116, -1.266, -1.971], [-3.270, 0.248, -2.317], [-2.916, -0.639, -0.831], [-2.023, -2.539, -2.209], [-2.490, -0.641, -4.566], [-3.304, -2.171, -4.272], [-1.588, -2.162, -4.676], [0.492, -1.488, -4.305], [0.841, -3.305, -1.868], [1.733, -3.592, -3.371], [-0.030, -3.644, -3.358], [2.404, -0.805, -2.026], [2.198, 0.024, -3.559], [2.961, -1.571, -3.525], [-0.609, 0.534, -4.853], [-0.505, 2.166, -6.576], [0.126, 3.769, -6.180], [-1.606, 3.469, -6.129], [-0.387, 4.654, -3.754], [-0.182, 4.023, -1.379], [-2.537, 1.311, 0.577], [-2.779, 2.795, -0.335], [-3.358, 2.689, 1.331], [-2.069, 4.114, 2.715], [-0.691, 5.826, 3.969], [1.070, 5.665, 3.999], [0.062, 4.514, 4.875], [2.196, 4.077, 2.520], [3.327, 2.575, 1.077], [2.659, 2.870, -0.535], [2.412, 1.310, 0.246]], "lowdin_spin": [0.989, 0.001, 0.004, 0.000, 0.006, 0.000, 0.005, 0.045, 0.003, 0.001, 0.045, 0.003, 0.002, 0.002, -0.002, 0.002, 0.001, 0.039, -0.001, 0.000, 0.001, 0.000, 0.000, 0.001, 0.000, 0.000, 0.000, 0.000, 0.000, 0.000, 0.000, 0.018, 0.005, 0.065, 0.020, 0.003, 0.001, 0.082, -0.008, 0.083, 0.015, -0.014, 0.073, 0.006, 0.421, 0.028, 0.017, 0.001, -0.001, 0.008, 0.002, -0.001, 0.017, 0.000, 0.000, 0.001, -0.001, 0.002, 0.000, 0.001, 0.000, 0.003, 0.001, 0.000, 0.000, -0.001, 0.000, 0.000, -0.002, 0.000, 0.003, 0.005, -0.002, 0.004, -0.001, 0.001, 0.000, 0.000, 0.000, 0.000, 0.001, 0.000, 0.000, 0.001, -0.001]}